No. 1
DFT (wB97M-V/def2-TZVPD) results for a 7-piece molecular cluster, C16H34B2Cl12FO7S overall.

```
! RIJCOSX wB97M-V def2-TZVPD def2/J DEFGRID3
* xyz -1 1
C 0.2869 -0.5452 2.2284
C 0.4585 0.8612 1.5481
O -0.7461 1.2145 0.8484
B -1.5231 2.1328 1.6108
O -0.9647 3.4108 1.8772
C -2.9912 1.8535 2.1732
O -2.7092 1.6317 3.5596
B -3.8384 0.7627 4.0939
O -4.6140 0.3910 2.8780
C -3.7227 0.4912 1.8266
O -2.8447 -0.6007 2.0043
S -4.6493 0.3654 0.2178
O -6.1190 0.4627 0.3815
O -4.2040 1.3818 -0.7698
F -4.3678 -1.1541 -0.3655
H -0.2659 -1.1583 1.4904
H -0.2782 -0.4372 3.1776
H 1.2575 -1.0255 2.4443
H 0.7230 1.6115 2.3198
H 1.2941 0.7782 0.8208
H -0.3790 3.6636 1.1613
H -3.6513 2.7502 2.1604
H -4.3723 1.4682 4.9110
H -3.2925 -0.1831 4.6168
H -2.3586 -0.7311 1.1794
Cl -1.0947 -3.3233 -0.8960
C -0.1891 -4.7867 -0.4421
C 0.0430 -4.8688 1.0483
Cl 1.1832 -3.6215 1.6106
H 0.7503 -4.7876 -0.9935
H -0.7815 -5.6400 -0.7727
H 0.4784 -5.8353 1.3033
H -0.8862 -4.7552 1.6041
Cl 2.2201 -2.2726 -1.5592
C 2.7185 -1.8233 -3.2074
C 1.5333 -1.5368 -4.0996
Cl 0.5957 -3.0086 -4.4637
H 3.3352 -2.6274 -3.6053
H 3.3381 -0.9313 -3.1168
H 1.8792 -1.1382 -5.0533
H 0.8602 -0.8100 -3.6483
Cl 6.2549 -1.2065 -3.2012
C 7.1166 -0.7540 -1.7044
C 6.2319 -0.8387 -0.4826
Cl 4.9654 0.4131 -0.4752
H 7.5169 0.2496 -1.8389
H 7.9491 -1.4420 -1.6010
H 6.8322 -0.6850 0.4139
H 5.7455 -1.8101 -0.4064
Cl -9.3627 2.7615 -3.5053
C -7.8850 2.4432 -2.5541
C -8.1627 2.3661 -1.0723
Cl -8.6180 3.9500 -0.3868
H -7.1629 3.2239 -2.7845
H -7.4842 1.4920 -2.9015
H -7.2645 2.0397 -0.5474
H -8.9616 1.6615 -0.8505
Cl 9.1630 -3.2176 -2.8362
C 10.6457 -3.6992 -1.9747
C 10.4165 -3.8405 -0.4878
Cl 10.1099 -2.2693 0.2954
H 11.4167 -2.9623 -2.1926
H 10.9587 -4.6558 -2.3924
H 11.3045 -4.2614 -0.0167
H 9.5731 -4.4945 -0.2743
Cl -4.9998 4.4386 2.6331
C -4.9054 5.9418 1.6822
C -3.5526 6.1388 1.0385
Cl -2.2850 6.4879 2.2395
H -5.1546 6.7735 2.3392
H -5.6746 5.8706 0.9123
H -3.5893 6.9937 0.3627
H -3.2494 5.2623 0.4672
*
```

Kohn-Sham gap   5.776 eV
E_LUMO   1.4432 eV



No. 2
DFT (wB97M-V/def2-TZVPD) results for C16H34BeBrCaClF6KN2O7P as an isolated structure.

```
! RIJCOSX wB97M-V def2-TZVPD def2/J DEFGRID3
* xyz 1 2
C -0.1492 2.6219 2.9759
C -0.9310 1.6726 2.0558
O -1.9690 2.4557 1.4276
C 0.0760 1.0424 1.0844
C -0.4230 -0.1712 0.2690
C 0.7286 -0.8511 -0.5318
C 2.1113 -1.0572 0.0975
O 2.8394 0.1561 0.1851
C 2.2181 -1.9090 1.3613
N 2.0351 -1.1639 2.6162
C -1.0847 -1.2113 1.2043
C -2.6207 -1.2767 1.3806
C -2.9547 -1.1089 2.9174
C -3.0430 -2.7388 0.9991
N -3.3717 -0.2237 0.6149
O -4.6254 -0.4157 0.5323
C -2.8872 0.0745 -0.7263
C -3.7180 1.3500 -1.1540
C -3.2198 -0.9873 -1.7886
C -1.3611 0.3928 -0.8275
H 0.0914 3.5345 2.4226
H -0.7111 2.8724 3.8718
H 0.8103 2.1962 3.2621
H -1.3547 0.9144 2.7030
H -1.5495 2.9767 0.7375
H 0.3931 1.8419 0.3988
H 0.9479 0.7722 1.6668
H 0.9262 -0.2653 -1.4345
H 0.3988 -1.8303 -0.8892
H 2.6543 -1.6352 -0.6567
H 2.9401 0.3994 1.1116
H 3.1972 -2.3810 1.3739
H 1.4782 -2.7068 1.2872
H 2.9437 -1.0087 3.0329
H 1.5018 -1.6911 3.2924
H -0.7588 -2.1903 0.8635
H -0.6351 -1.0699 2.1817
H -2.0745 -0.7575 3.4521
H -3.7266 -0.3587 3.0731
H -3.3195 -2.0219 3.3503
H -2.7418 -2.9780 -0.0186
H -2.4359 -3.3614 1.6564
H -4.0849 -3.0955 1.1727
H -3.1909 1.9759 -1.8584
H -4.0645 1.9160 -0.2951
H -4.5866 0.9740 -1.6911
H -4.2528 -1.3188 -1.7341
H -2.5080 -1.8097 -1.7757
H -3.0911 -0.5180 -2.7687
H -1.0385 0.0783 -1.8521
H -1.2563 1.4965 -0.7726
Cl -5.3873 -2.3485 2.4215
O 4.4461 -3.5635 3.0442
H 4.7410 -4.3002 2.4982
H 5.2018 -3.3732 3.6094
Ca -1.5305 2.3429 -2.5143
Br -6.4539 -1.2682 3.9496
F 2.1725 2.0924 -4.5256
P 2.8663 3.5827 -4.4474
F 3.8034 2.8286 -5.6618
F 1.3086 4.1580 -4.6132
F 2.4903 3.5116 -2.8380
F 3.1514 4.9384 -5.2628
F 4.3708 3.8630 -3.7599
Be 5.1429 1.9291 -4.3784
C 5.3216 -1.5238 -3.8870
O 5.2762 -0.2840 -4.2093
O 6.0644 -1.7544 -2.7170
O 4.8165 -2.4772 -4.4354
H 6.3390 -0.8537 -2.5056
K -2.1310 4.9377 0.0100
*
```

Kohn-Sham gap (spin up / spin down)   3.746 / 4.071 eV
E_LUMO (spin up / spin down)   -4.2987 / -5.5314 eV



No. 3
DFT (wB97M-V/def2-TZVPD) results for a 4-piece molecular cluster, C16H34BrClNO6S3 overall.

```
! RIJCOSX wB97M-V def2-TZVPD def2/J DEFGRID3
* xyz 1 1
O -2.2532 -3.9304 2.1616
C -1.9628 -2.9304 2.7567
O -2.3365 -2.7185 4.0664
C -1.1979 -1.7887 2.1197
C 0.1391 -2.2654 1.5431
C 1.2511 -2.5221 2.5748
C 2.6028 -2.0134 2.0856
C 3.7161 -2.1920 3.1244
C 3.3340 -1.6710 4.5235
C 3.2783 -0.1218 4.7040
C 3.5068 0.6608 3.4380
O 4.4872 0.6972 2.7777
Br 1.9010 1.6620 2.8736
C 2.0026 -2.3090 4.8988
Cl 1.4579 -1.8876 6.5267
N 0.9471 -1.9034 3.9154
H -2.0805 -3.4674 4.6220
H -1.1061 -0.9310 2.7853
H -1.7845 -1.4664 1.2621
H -0.0629 -3.1886 0.9978
H 0.4638 -1.5351 0.7989
H 1.3254 -3.6013 2.7349
H 2.4991 -0.9672 1.7889
H 2.8389 -2.5929 1.1932
H 4.6538 -1.7635 2.7797
H 3.8932 -3.2692 3.2251
H 4.0759 -2.0691 5.2169
H 4.0099 0.2052 5.4423
H 2.2989 0.1615 5.0857
H 2.1077 -3.3928 4.8685
H 0.9399 -0.8775 3.8489
H 0.0457 -2.2244 4.2778
C -2.9767 2.1824 -1.1658
S -2.6010 0.7762 -0.1219
O -1.1671 0.4113 -0.3555
C -3.5872 -0.4147 -1.0307
H -2.4124 3.0332 -0.7879
H -2.6946 1.9665 -2.1956
H -4.0433 2.3953 -1.1115
H -3.2452 -0.4466 -2.0636
H -4.6351 -0.1198 -0.9860
H -3.4673 -1.3951 -0.5716
C -3.6762 0.5086 -6.7576
S -3.3730 0.4979 -4.9902
O -3.9810 1.7316 -4.4141
C -1.6068 0.7929 -5.0971
H -4.7457 0.3827 -6.9118
H -3.3506 1.4612 -7.1745
H -3.1384 -0.3187 -7.2196
H -1.4161 1.7271 -5.6252
H -1.1274 -0.0375 -5.6145
H -1.2168 0.8589 -4.0815
C 2.6965 4.1338 -3.7094
S 1.3096 3.0145 -3.9303
O 1.0644 2.9113 -5.3926
C 0.0580 4.1237 -3.2702
H 3.5821 3.6432 -4.1071
H 2.5089 5.0572 -4.2568
H 2.8341 4.3357 -2.6472
H 0.0567 5.0515 -3.8418
H 0.2674 4.3192 -2.2182
H -0.9074 3.6298 -3.3680
*
```

Kohn-Sham gap   7.784 eV
E_LUMO   -2.8067 eV



No. 4
DFT (wB97M-V/def2-TZVPD) results for a 2-piece molecular cluster, C16H34NO5P2 overall.

```
! RIJCOSX wB97M-V def2-TZVPD def2/J DEFGRID3
* xyz 1 1
C 4.7651 0.1644 2.8633
C 4.1483 0.0425 1.8346
C 3.4054 -0.3780 0.5941
N 2.2848 0.6299 0.3438
O 2.0380 0.6980 -1.0357
C 1.0713 0.2542 1.1737
C 0.0154 -0.5320 0.3493
C -1.1180 -1.0771 1.2623
C -1.3957 -0.1606 2.5143
C -2.4323 -1.4313 0.5058
C -2.9003 -0.4120 -0.5665
C -3.3025 0.9790 -0.0446
C -4.1403 1.2444 0.9917
C -3.6811 2.2883 2.0270
C -5.5285 0.6297 1.1969
P 2.9484 2.2598 0.8468
P 1.5249 3.7534 0.1565
O 0.1587 3.5252 0.6513
O 2.0817 5.1415 0.7718
O 1.6283 3.9430 -1.4438
H 5.4804 0.4365 3.6235
H 4.1537 -0.3308 -0.2143
H 3.0083 -1.3858 0.7659
H 2.4799 -0.0404 -1.4979
H 0.6591 1.1873 1.5850
H 1.4287 -0.4253 1.9643
H -0.3248 0.0894 -0.4903
H 0.5421 -1.4092 -0.0820
H -0.7417 -2.0301 1.6895
H -2.4433 -0.3340 2.7986
H -0.7043 -0.4242 3.3283
H -1.2960 0.8870 2.1936
H -2.3003 -2.4070 -0.0014
H -3.2372 -1.5885 1.2454
H -2.1697 -0.3394 -1.3910
H -3.8104 -0.8538 -1.0361
H -2.9045 1.8466 -0.6020
H -4.5314 2.9270 2.3259
H -2.8354 2.8742 1.6312
H -3.3669 1.7404 2.9320
H -6.1850 0.7617 0.3224
H -5.5164 -0.4219 1.5425
H -6.0149 1.1974 2.0136
H 4.1151 2.4551 0.0523
H 1.6718 5.3035 1.6366
H 0.7262 4.1284 -1.7606
C 0.6366 -3.2658 -3.0201
C 1.8965 -2.4215 -3.1118
C 2.8222 -2.9215 -4.2078
O 2.5862 -2.4484 -1.8498
H 0.8832 -4.3036 -2.7806
H -0.0145 -2.9004 -2.2229
H 0.0812 -3.2484 -3.9582
H 1.6264 -1.3799 -3.3063
H 3.1398 -3.9481 -4.0069
H 3.7261 -2.3118 -4.2559
H 2.3314 -2.8938 -5.1810
H 2.8302 -3.3631 -1.6663
*
```

Kohn-Sham gap   6.674 eV
E_LUMO   -3.1611 eV



No. 5
DFT (wB97M-V/def2-TZVPD) results for a 6-piece molecular cluster, C16H34O16 overall.

```
! RIJCOSX wB97M-V def2-TZVPD def2/J DEFGRID3
* xyz 0 1
C -7.3831 -9.1505 -9.3577
O -8.0849 -8.1070 -10.0821
C -7.3537 -7.2645 -10.9288
O -6.1825 -7.3887 -11.0639
O -8.1897 -6.3486 -11.3833
C -7.5721 -5.5514 -12.4922
H -6.6710 -9.6976 -9.9476
H -8.1580 -9.8117 -9.0007
H -6.8451 -8.6859 -8.5313
H -7.5389 -4.5170 -12.2718
H -8.1964 -5.6492 -13.3536
H -6.5280 -5.8887 -12.5650
C -11.5915 -6.7099 -17.6810
O -12.4171 -5.5550 -18.0162
C -12.8689 -5.5108 -19.3073
O -12.8685 -6.4513 -20.0809
O -13.1513 -4.2397 -19.5929
C -13.8426 -4.0868 -20.8201
H -10.8366 -6.9579 -18.4786
H -12.2348 -7.4785 -17.4190
H -11.2110 -6.4290 -16.7397
H -13.1444 -4.4883 -21.6360
H -13.9430 -3.0439 -20.9706
H -14.7767 -4.6469 -21.0076
C -13.4846 -6.1482 -11.4633
O -14.0123 -7.3074 -12.1457
C -13.6705 -7.5434 -13.3691
O -12.9542 -6.8146 -14.0203
O -14.2637 -8.6862 -13.7683
C -13.7227 -9.2368 -14.9290
H -13.7221 -6.4292 -10.4285
H -14.0613 -5.2943 -11.8011
H -12.4279 -6.0642 -11.6854
H -14.1124 -10.2110 -14.9536
H -12.6207 -9.1671 -14.8698
H -14.0218 -8.6995 -15.8505
C -9.8390 -3.9294 -9.4856
O -11.1725 -3.5439 -9.7048
C -11.4116 -2.5122 -10.6013
O -10.6271 -1.8493 -11.1946
O -12.7367 -2.3873 -10.7347
C -13.1520 -1.2671 -11.4959
H -9.1530 -3.1291 -9.7660
H -9.5243 -4.9126 -9.9054
H -9.7321 -3.9957 -8.3999
H -14.1393 -1.5749 -11.8057
H -12.5238 -1.1242 -12.3313
H -13.1405 -0.3608 -10.8692
C -10.1785 -8.5839 -12.7408
O -9.1115 -8.4977 -13.6954
C -7.9767 -9.2774 -13.4079
O -7.8825 -10.0327 -12.5007
O -7.1118 -9.0015 -14.3790
C -5.7530 -9.5468 -14.2001
H -9.9194 -8.2136 -11.7735
H -10.6258 -9.5361 -12.7193
H -10.9393 -7.8841 -13.1586
H -5.1658 -8.9670 -13.5460
H -5.3422 -9.5796 -15.1916
H -5.8770 -10.5437 -13.8628
C -12.2739 -3.6853 -14.1251
O -11.2262 -4.5564 -13.7421
H -12.1514 -2.6689 -13.7343
H -12.3604 -3.7033 -15.2189
H -13.2621 -4.0625 -13.7513
H -11.3967 -5.4590 -13.9831
*
```

ΔE to the lowest compared entry with this formula, charge and spin   0.000 eV
Kohn-Sham gap   10.596 eV
E_LUMO   0.6710 eV



No. 6
DFT (wB97M-V/def2-TZVPD) results for C16H35F3MnN5O8S as an isolated structure.

```
! RIJCOSX wB97M-V def2-TZVPD def2/J DEFGRID3
* xyz 1 6
Mn -0.3066 -0.3649 0.1817
C -0.2301 -0.0361 -4.1777
F 0.1313 -0.4471 -5.3585
F 0.8220 0.6024 -3.6438
F -1.1995 0.8630 -4.2378
S -0.8379 -1.4696 -3.1015
O -0.0785 -2.6162 -3.5537
O -0.4968 -1.0538 -1.7212
O -2.2522 -1.4956 -3.3312
C 0.2789 0.5010 3.4405
O 0.0211 0.2746 2.2737
N 1.1312 1.4249 3.8894
C 1.2321 1.6930 5.3203
C 2.1470 2.0481 3.0538
H -0.1664 -0.0623 4.2702
H 0.2731 1.5984 5.8254
H 1.3494 2.7790 5.4376
H 2.1450 1.2269 5.6873
H 3.0715 2.0251 3.6300
H 2.2675 1.4770 2.1337
H 1.8915 3.0697 2.7714
C -2.4049 -2.5202 1.5033
O -1.4722 -1.9541 0.9419
N -3.6032 -2.6941 0.9247
C -3.8256 -2.4118 -0.5005
C -4.6807 -3.3959 1.5925
H -2.4247 -2.8962 2.5352
H -3.0467 -1.8186 -0.9559
H -4.7892 -1.8990 -0.5442
H -3.9460 -3.3853 -0.9816
H -4.6820 -3.3463 2.6811
H -5.6220 -2.9495 1.2728
H -4.6865 -4.4571 1.3321
C 2.4318 -2.1481 0.7094
O 1.4351 -1.5078 0.3982
N 3.1585 -2.8828 -0.1361
C 4.2820 -3.6904 0.2623
C 2.8286 -2.8924 -1.5552
H 2.7564 -2.2758 1.7561
H 5.1872 -3.3451 -0.2396
H 4.1663 -4.7483 0.0096
H 4.3698 -3.7140 1.3505
H 1.7509 -2.8080 -1.7010
H 3.4199 -2.1722 -2.1192
H 3.0339 -3.8683 -2.0027
C -2.9084 1.4795 0.3355
O -1.9763 0.7638 -0.0252
N -3.1787 2.6588 -0.2063
C -4.2555 3.5260 0.2903
C -2.3825 3.1664 -1.3439
H -3.5545 1.1844 1.1719
H -4.9543 2.8669 0.8057
H -4.8018 3.9187 -0.5639
H -3.8246 4.2950 0.9258
H -1.7696 2.3514 -1.7148
H -3.0444 3.5504 -2.1138
H -1.7910 3.9743 -0.9120
C 1.4951 2.1700 -1.0540
O 0.8644 1.2374 -0.5824
N 2.6467 2.0312 -1.7157
C 3.3097 3.1247 -2.3743
C 3.2680 0.7226 -1.8523
H 1.2030 3.2229 -0.9623
H 2.7217 4.0404 -2.3854
H 3.5448 2.9170 -3.4223
H 4.2910 3.3081 -1.9264
H 2.7100 0.0132 -1.2504
H 3.2432 0.4171 -2.8993
H 4.3138 0.8036 -1.5480
*
```

Kohn-Sham gap (spin up / spin down)   9.306 / 9.576 eV
E_LUMO (spin up / spin down)   -2.0038 / -2.0044 eV



No. 7
DFT (wB97M-V/def2-TZVPD) results for a 9-piece molecular cluster, C16H36BF4N4O4 overall.

```
! RIJCOSX wB97M-V def2-TZVPD def2/J DEFGRID3
* xyz -1 1
B 0.6512 0.1801 0.0780
F -0.4248 -0.5189 -0.5410
F 0.8912 -0.4249 1.3900
F 1.7662 -0.1379 -0.8060
F 0.4812 1.5311 0.1760
C -0.2328 1.9481 -3.5870
C 0.7852 1.1341 -4.1990
N 1.6112 0.5271 -4.7640
H 0.2022 2.3761 -2.6520
H -0.3578 2.7591 -4.1090
H -1.1398 1.4961 -3.3460
C -2.0698 -1.3989 2.2970
C -3.2438 -2.3129 1.7560
N -4.2218 -2.8589 1.4440
H -1.1498 -1.9559 2.3560
H -1.8318 -0.6189 1.4540
H -2.0978 -1.0639 3.3960
C 3.9972 1.0741 -2.7600
C 5.2072 1.5801 -1.9440
N 6.1922 1.9371 -1.3770
H 4.0882 0.0331 -2.6250
H 2.9792 1.5621 -2.6820
H 4.2472 1.2351 -3.6460
C 4.1552 0.6511 1.6070
C 5.5132 0.3051 2.2850
N 6.5272 0.0801 2.7310
H 3.4062 0.5961 2.5600
H 3.9412 1.7941 1.3500
H 3.7152 0.0791 0.6360
C -0.5508 0.7211 5.7690
C -0.2878 0.6931 4.2940
O 0.3482 -0.5599 4.0270
H -1.2538 1.3881 5.8440
H 0.3172 0.8711 6.0840
H -1.1578 -0.1559 5.7690
H 0.3262 1.4831 3.9650
H -1.0908 0.8181 3.7390
H 0.7002 -0.3699 3.1550
C -3.6188 2.8161 2.1960
C -2.2198 3.2151 1.5990
O -2.0698 2.7161 0.3460
H -3.7198 3.1441 3.3140
H -3.6838 1.8681 1.8480
H -4.4078 3.3581 1.6440
H -1.3958 2.8531 2.0120
H -1.9368 4.4161 1.4990
H -1.2368 2.4861 0.0380
C 1.6932 -4.3329 -3.2330
C 1.1672 -3.2239 -2.3000
O 2.3232 -2.6289 -1.6990
H 2.7222 -4.1679 -3.8810
H 0.9242 -5.0069 -3.9430
H 2.0972 -5.0949 -2.5660
H 0.5322 -3.6309 -1.5700
H 0.7492 -2.4609 -3.0840
H 2.2592 -1.7809 -1.5890
C -4.2608 -1.5669 -2.6000
C -3.1478 -0.9339 -1.7800
O -1.9638 -1.3869 -2.4220
H -4.3398 -1.2739 -3.7150
H -5.3438 -1.1019 -2.3760
H -4.4588 -2.6869 -2.3810
H -3.1638 -1.0339 -0.5710
H -3.1938 0.0921 -2.1600
H -1.2468 -1.1289 -1.7500
*
```

ΔE to the lowest compared entry with this formula, charge and spin   2.713 eV
Kohn-Sham gap   9.700 eV
E_LUMO   2.4520 eV



What is the formula in the fifth record? C16H34O16